No. 1
ORCA calculation (ωB97M-V/def2-TZVPD) on a 2-piece molecular cluster, C6H14N2O2 overall.

Structure (XYZ):
```
24
Properties=species:S:1:pos:R:3
C 0.355 -0.118 3.083
C -2.230 -1.501 0.675
C -0.228 -0.841 1.893
O 0.502 -1.459 1.129
N -1.566 -0.778 1.743
H 1.436 -0.150 2.983
H -2.180 -0.363 2.421
H -1.495 -1.715 -0.098
H 0.007 0.898 3.274
H 0.156 -0.662 4.005
H -2.622 -2.461 1.002
H -3.028 -0.915 0.231
C 2.458 0.122 -1.290
C -1.169 1.177 -1.726
C 0.339 1.166 -1.966
O 0.868 1.947 -2.738
N 1.006 0.266 -1.208
H 0.541 -0.104 -0.395
H 2.694 -0.824 -1.768
H -1.565 0.202 -2.004
H 2.830 0.937 -1.899
H 2.890 0.181 -0.294
H -1.427 1.381 -0.690
H -1.576 1.941 -2.385
```

* highest occupied orbital energy: -9.19 eV
* Kohn-Sham gap: 9.75 eV
* E_tot: -13525.13506 eV
* energy relative to the best compared isomer or geometry (same formula, charge and spin): 0.489 eV
* 2S+1: 1
* SMILES: CNC(C)=O.CNC(C)=O

Atom charges from the Löwdin analysis, given in e for atoms 1 to 6: atom 1 (C): 0.000, atom 2 (C): -0.071, atom 3 (C): -0.554, atom 4 (O): 0.022, atom 5 (N): 0.016, atom 6 (H): 0.083


No. 2
ORCA calculation (ωB97M-V/def2-TZVPD) on a 2-piece molecular cluster, C6H14N2O2 overall in a non-equilibrium geometry.

Structure (XYZ):
```
24
Properties=species:S:1:pos:R:3
C -1.950 0.950 2.034
C 1.547 1.702 0.762
C -0.449 1.211 2.096
O 0.264 0.889 3.025
N 0.056 1.783 0.949
H -2.068 -0.078 1.706
H -0.448 1.773 0.079
H 1.990 1.462 1.713
H -2.224 1.093 3.079
H -2.461 1.664 1.391
H 1.738 1.099 -0.123
H 1.844 2.733 0.510
C 1.974 -2.020 -1.305
C -1.631 -0.774 -1.478
C -0.141 -0.929 -1.846
O 0.361 -0.103 -2.582
N 0.556 -1.809 -1.078
H 0.107 -2.324 -0.332
H 2.418 -2.405 -0.395
H -1.628 -0.585 -0.411
H -2.362 -1.473 -1.904
H 2.162 -2.789 -2.068
H 2.398 -1.132 -1.778
H -2.054 0.061 -2.044
```

* highest occupied orbital energy: -9.61 eV
* Kohn-Sham gap: 10.27 eV
* E_tot: -13524.37423 eV
* energy relative to the best compared isomer or geometry (same formula, charge and spin): 1.250 eV
* 2S+1: 1
* SMILES: CNC(C)=O.CNC(C)=O

Atom charges from the Löwdin analysis, given in e for atoms 1 to 6: atom 1 (C): -0.006, atom 2 (C): -0.038, atom 3 (C): -0.562, atom 4 (O): 0.039, atom 5 (N): 0.012, atom 6 (H): 0.067


No. 3
ORCA calculation (ωB97M-V/def2-TZVPD) on a 2-piece molecular cluster, C6H14N2O2 overall in a non-equilibrium geometry.

Structure (XYZ):
```
24
Properties=species:S:1:pos:R:3
C 1.003 -2.568 -1.729
C 0.948 -1.507 2.023
C 0.478 -1.996 -0.373
O -0.745 -1.683 -0.443
N 1.077 -2.344 0.768
H 1.724 -1.813 -2.000
H 1.923 -3.033 0.747
H 1.203 -0.408 1.904
H 1.470 -3.638 -1.456
H 0.165 -2.656 -2.554
H 0.003 -1.581 2.419
H 1.621 -2.057 2.773
C -0.476 3.057 1.371
C -1.437 1.202 -1.687
C -0.496 1.977 -0.780
O 0.663 2.353 -1.051
N -1.087 2.165 0.438
H -2.045 1.839 0.657
H -1.198 3.193 2.303
H -1.563 1.877 -2.585
H 0.390 2.551 1.775
H -0.021 3.887 0.927
H -0.999 0.147 -1.991
H -2.602 1.035 -1.456
```

* highest occupied orbital energy: -9.34 eV
* Kohn-Sham gap: 9.96 eV
* E_tot: -13522.56785 eV
* energy relative to the best compared isomer or geometry (same formula, charge and spin): 3.056 eV
* 2S+1: 1
* SMILES: CNC(C)=O.CNC(C)=O

Atom charges from the Löwdin analysis, given in e for atoms 1 to 6: atom 1 (C): -0.027, atom 2 (C): -0.050, atom 3 (C): -0.540, atom 4 (O): -0.027, atom 5 (N): -0.015, atom 6 (H): 0.052


No. 4
ORCA calculation (ωB97M-V/def2-TZVPD) on a 2-piece molecular cluster, C6H14N2O2 overall in a non-equilibrium geometry.

Structure (XYZ):
```
24
Properties=species:S:1:pos:R:3
C -1.567 1.750 -0.192
C -0.871 -1.018 -2.659
C -1.277 1.114 -1.527
O -1.274 1.690 -2.578
N -1.083 -0.266 -1.420
H -2.402 1.369 0.398
H -1.170 -0.820 -0.589
H -1.652 -1.748 -2.827
H -0.808 1.942 0.567
H -1.873 2.774 -0.448
H -0.822 -0.366 -3.530
H 0.151 -1.409 -2.664
C 0.108 0.207 2.899
C 2.245 -0.964 -0.036
C 1.822 -0.913 1.395
O 2.385 -1.507 2.296
N 0.826 -0.007 1.672
H 0.520 0.526 0.872
H -0.171 -0.758 3.344
H 1.494 -1.492 -0.647
H 0.768 0.588 3.686
H -0.763 0.829 2.740
H 2.225 -0.036 -0.608
H 3.189 -1.485 -0.144
```

* highest occupied orbital energy: -9.68 eV
* Kohn-Sham gap: 10.23 eV
* E_tot: -13524.42454 eV
* energy relative to the best compared isomer or geometry (same formula, charge and spin): 1.200 eV
* 2S+1: 1
* SMILES: CNC(C)=O.CNC(C)=O

Atom charges from the Löwdin analysis, given in e for atoms 1 to 6: atom 1 (C): -0.015, atom 2 (C): -0.077, atom 3 (C): -0.543, atom 4 (O): 0.076, atom 5 (N): 0.001, atom 6 (H): 0.086


No. 5
ORCA calculation (ωB97M-V/def2-TZVPD) on a 2-piece molecular cluster, C6H14N2O2 overall in a non-equilibrium geometry.

Structure (XYZ):
```
24
Properties=species:S:1:pos:R:3
C 2.148 0.051 -2.076
C -1.472 0.955 -2.290
C 0.839 0.569 -1.561
O 0.587 0.808 -0.375
N -0.048 0.850 -2.525
H 2.401 0.468 -3.051
H 0.211 0.659 -3.480
H -1.647 0.909 -1.217
H 2.995 0.294 -1.431
H 2.104 -1.038 -2.118
H -1.914 1.904 -2.602
H -1.999 0.118 -2.742
C 0.947 -1.932 2.015
C -1.620 0.870 2.175
C -1.009 -0.446 2.473
O -1.402 -1.264 3.261
N 0.246 -0.715 1.825
H 0.624 -0.019 1.153
H 0.464 -2.480 2.823
H -1.356 1.240 1.185
H 0.918 -2.555 1.118
H 1.990 -1.711 2.262
H -2.704 0.853 2.270
H -1.303 1.614 2.908
```

* highest occupied orbital energy (spin up / spin down): -13.70 / -13.67 eV
* charge: +1
* Kohn-Sham gap (spin up / spin down): 10.83 / 5.75 eV
* <S²>: 0.77
* E_tot: -13516.69734 eV
* energy relative to the best compared isomer or geometry (same formula, charge and spin): 0.063 eV
* 2S+1: 2

Atom charges from the Löwdin analysis, given in e for atoms 1 to 6: atom 1 (C): 0.014, atom 2 (C): -0.043, atom 3 (C): -0.506, atom 4 (O): -0.013, atom 5 (N): 0.031, atom 6 (H): 0.092


No. 6
ORCA calculation (ωB97M-V/def2-TZVPD) on a 2-piece molecular cluster, C6H14N2O2 overall in a non-equilibrium geometry.

Structure (XYZ):
```
24
Properties=species:S:1:pos:R:3
C -1.235 1.785 -1.858
C -2.563 -0.728 0.638
C -1.805 0.486 -1.346
O -2.116 -0.480 -1.989
N -1.721 0.352 0.061
H -0.211 1.885 -1.490
H -1.776 1.187 0.627
H -2.126 -1.640 0.256
H -1.085 1.724 -2.928
H -1.899 2.583 -1.552
H -2.633 -0.705 1.720
H -3.548 -0.712 0.168
C 1.100 0.736 2.329
C 2.024 -1.404 -0.737
C 2.258 -0.564 0.469
O 3.327 -0.346 0.989
N 1.125 0.032 1.056
H 0.247 -0.452 0.821
H 0.097 0.635 2.731
H 2.954 -1.555 -1.273
H 1.886 0.368 2.969
H 1.252 1.798 2.102
H 1.615 -2.368 -0.412
H 1.348 -1.018 -1.484
```

* highest occupied orbital energy (spin up / spin down): -13.64 / -13.53 eV
* charge: +1
* Kohn-Sham gap (spin up / spin down): 10.31 / 4.68 eV
* <S²>: 0.77
* E_tot: -13515.51008 eV
* energy relative to the best compared isomer or geometry (same formula, charge and spin): 1.250 eV
* 2S+1: 2

Atom charges from the Löwdin analysis, given in e for atoms 1 to 6: atom 1 (C): 0.011, atom 2 (C): -0.062, atom 3 (C): -0.528, atom 4 (O): 0.106, atom 5 (N): -0.032, atom 6 (H): 0.078


No. 7
ORCA calculation (ωB97M-V/def2-TZVPD) on a 2-piece molecular cluster, C6H14N2O4 overall.

Structure (XYZ):
```
26
Properties=species:S:1:pos:R:3
C -0.980 2.677 -0.639
C 1.299 -2.916 0.339
C -0.055 1.022 2.067
C 0.602 -1.723 -0.301
C -0.847 1.490 -1.241
C 0.571 0.326 0.891
N -1.791 0.443 -1.068
N 0.209 1.284 -2.166
O -0.061 3.693 -0.750
O -2.000 2.960 0.231
O 1.519 0.751 0.270
O 0.040 -0.880 0.703
H 1.682 -3.574 -0.437
H 2.129 -2.582 0.957
H 0.599 -3.468 0.961
H 0.630 0.935 2.910
H -1.004 0.558 2.317
H -0.190 2.077 1.851
H -0.232 -2.049 -0.930
H 1.314 -1.144 -0.899
H -2.483 0.721 -0.383
H -2.258 0.208 -1.940
H 1.094 1.163 -1.674
H 0.599 3.408 -1.396
H 0.026 0.442 -2.699
H -1.872 3.873 0.517
```

* highest occupied orbital energy: -7.18 eV
* Kohn-Sham gap: 7.96 eV
* E_tot: -17618.94548 eV
* energy relative to the best compared isomer or geometry (same formula, charge and spin): 0.000 eV
* 2S+1: 1
* SMILES: NC(N)=C(O)O.CCOC(C)=O

Atom charges from the Löwdin analysis, given in e for atoms 1 to 6: atom 1 (C): -0.408, atom 2 (C): -0.060, atom 3 (C): 0.037, atom 4 (C): -0.232, atom 5 (C): -0.403, atom 6 (C): -0.555


No. 8
ORCA calculation (ωB97M-V/def2-TZVPD) on the molecule C6H14N2O4 in a non-equilibrium geometry.

Structure (XYZ):
```
26
Properties=species:S:1:pos:R:3
C -1.984 -0.823 -0.110
C 1.076 1.543 0.141
C 0.714 -1.037 0.305
C 2.075 -1.420 -0.371
C -1.260 0.476 0.192
C 0.222 0.249 -0.322
N -1.284 0.696 1.599
N -2.028 1.463 -0.570
O -2.602 -1.439 0.898
O -2.054 -1.249 -1.250
O 3.091 -0.512 0.086
O 0.333 0.123 -1.736
H 1.835 1.232 0.727
H 1.590 1.713 -0.752
H 0.562 2.427 0.465
H 0.946 -0.936 1.394
H -0.169 -1.765 0.042
H 2.346 -2.499 -0.106
H 1.928 -1.344 -1.498
H -2.251 0.806 1.954
H -0.545 1.382 1.719
H -2.644 1.190 -1.299
H -1.386 2.164 -0.891
H -2.407 -0.955 1.687
H 3.931 -0.786 -0.380
H -0.036 -0.700 -1.923
```

* highest occupied orbital energy: -9.43 eV
* Kohn-Sham gap: 10.13 eV
* E_tot: -17618.02271 eV
* energy relative to the best compared isomer or geometry (same formula, charge and spin): 0.923 eV
* 2S+1: 1
* SMILES: C[C@@](O)(CCO)C(N)(N)C(=O)O

Atom charges from the Löwdin analysis, given in e for atoms 1 to 6: atom 1 (C): -0.503, atom 2 (C): 0.028, atom 3 (C): -0.094, atom 4 (C): -0.233, atom 5 (C): -0.493, atom 6 (C): -0.441


No. 9
ORCA calculation (ωB97M-V/def2-TZVPD) on a 3-piece molecular cluster, C6H14N2S overall in a non-equilibrium geometry.

Structure (XYZ):
```
23
Properties=species:S:1:pos:R:3
C 1.593 0.578 0.055
C -2.491 -0.136 0.273
C -1.592 -1.354 0.414
C -1.687 1.154 0.333
C 2.046 1.893 0.027
C 2.336 -0.490 0.744
N -0.563 -1.277 -0.568
N -0.974 1.274 -0.909
S 0.178 0.011 -1.086
H -3.059 -0.078 -0.642
H -3.188 -0.142 1.066
H -1.293 -1.121 1.498
H -2.141 -2.182 0.231
H -2.399 2.026 0.467
H -1.011 1.206 1.174
H 2.950 2.212 0.394
H 0.064 -1.245 -4.095
H 1.408 2.788 -0.372
H 1.660 -0.746 1.540
H 3.273 0.033 1.121
H 2.658 -1.204 0.051
H -0.301 2.054 -0.934
H -0.409 -1.282 -3.337
```

* highest occupied orbital energy: -8.26 eV
* Kohn-Sham gap: 9.02 eV
* E_tot: -20259.26034 eV
* energy relative to the best compared isomer or geometry (same formula, charge and spin): 3.802 eV
* 2S+1: 1

Atom charges from the Löwdin analysis, given in e for atoms 1 to 6: atom 1 (C): -0.473, atom 2 (C): -0.222, atom 3 (C): -0.311, atom 4 (C): -0.290, atom 5 (C): 0.003, atom 6 (C): -0.107


No. 10
ORCA calculation (ωB97M-V/def2-TZVPD) on the molecule C6H14N2Si in a non-equilibrium geometry.

Structure (XYZ):
```
23
Properties=species:S:1:pos:R:3
C 0.817 -0.690 0.412
C 1.179 -0.711 1.877
C 2.685 -1.099 1.837
C -0.989 -0.189 -1.888
C 0.357 2.348 -0.365
C -1.971 0.585 0.847
N 2.068 -0.816 -0.317
N 3.051 -0.971 0.358
Si -0.409 0.618 -0.301
H 0.281 -1.566 0.220
H 1.283 0.309 2.329
H 0.637 -1.438 2.538
H 3.291 -0.384 2.208
H 3.073 -2.059 2.148
H -0.981 0.507 -2.750
H -0.228 -1.034 -2.092
H -1.958 -0.617 -1.754
H 1.369 2.216 -0.140
H 0.326 2.756 -1.275
H 0.171 2.965 0.498
H -1.925 -0.069 1.795
H -2.327 1.619 1.099
H -2.924 0.128 0.477
```

* highest occupied orbital energy: -8.80 eV
* Kohn-Sham gap: 9.68 eV
* E_tot: -17305.17805 eV
* energy relative to the best compared isomer or geometry (same formula, charge and spin): 3.738 eV
* 2S+1: 1
* SMILES: C[Si](C)(C)[C@@H]1CCN=N1

Atom charges from the Löwdin analysis, given in e for atoms 1 to 6: atom 1 (C): -0.407, atom 2 (C): -0.171, atom 3 (C): -0.162, atom 4 (C): -0.186, atom 5 (C): -0.142, atom 6 (C): -0.196